Density functional theory data (the ωB97M-V functional and the def2-TZVPD basis) for a molecular structure, C34H42Cl2NOP3Tc in a non-equilibrium geometry.

Each line ends with the Löwdin spin population.
Atoms and positions in Å:
Tc 0.1713 0.1861 0.0035  1.592
Cl -2.0615 0.5397 1.4254  0.035
Cl 1.1537 2.0987 0.9694  0.086
P 3.6573 -0.9877 -3.1050  0.009
P -2.3934 -5.1967 -3.0076  0.378
P -1.0925 1.3680 -1.5788  0.015
O 1.6853 -3.2539 -1.8541  0.026
N 0.9121 -1.1586 1.5638  0.005
C -1.7117 -7.0849 -1.7370  0.053
C 1.6959 -2.2407 1.3287  0.013
C -0.8794 -1.1559 -0.4816  -0.011
C -4.6312 -4.3746 -3.4814  0.096
C -1.4051 -4.1126 -4.0417  0.069
C -1.7576 2.8539 -0.7836  0.001
C 4.6291 -2.3314 -2.4589  0.003
C -1.7380 -2.8487 -4.5859  0.027
C 1.9206 0.0880 -1.2622  -0.036
C -0.1621 -3.2007 -6.4151  0.034
C -0.0507 -7.9035 -0.2280  0.008
C -1.3786 -5.7732 -1.5420  0.040
C 3.2093 -1.2716 -4.8104  0.003
C 0.2629 -6.5789 0.0855  0.008
C 2.2448 -2.9903 2.3779  0.001
C -0.2704 -4.7380 -4.5566  0.039
C 0.1452 -1.5207 -1.2361  0.142
C 0.5213 -0.9238 2.8299  0.008
C -1.0584 -8.1662 -1.1572  0.006
C -1.1310 -2.4277 -5.7794  0.003
C 1.9406 -2.6583 3.6968  0.008
C -2.5470 0.6821 -2.4416  -0.002
C -6.5742 -4.4781 -2.0747  0.080
C 0.2899 -4.3539 -5.7821  -0.004
C -6.0076 -4.5702 -3.3472  -0.007
C 2.1601 -0.8845 -2.1331  0.055
C -5.7742 -4.1652 -0.9687  0.030
C -4.3735 -4.0601 -1.0993  0.026
C 4.4368 0.5869 -2.8583  0.000
C 1.0255 -1.9537 -2.2051  0.032
C -0.1017 1.9790 -2.9739  0.012
C -3.7916 -4.3420 -2.3731  0.082
C 1.0430 -1.6100 3.9222  -0.001
C -0.3812 -5.4887 -0.5561  0.005
H -2.4672 -2.1832 -4.1084  0.000
H -0.9105 3.4522 -0.4288  0.001
H 1.0446 -4.9854 -6.2474  -0.001
H -6.2681 -4.0381 -0.0072  0.001
H 2.3981 -3.1900 4.5341  0.000
H 4.9077 -2.1207 -1.4047  0.000
H 1.8815 -2.5354 0.2901  0.003
H 2.6060 0.8834 -1.0492  -0.004
H 5.5348 -2.3625 -3.0901  0.000
H 0.7878 2.4829 -2.5737  0.000
H -6.5998 -4.8164 -4.2283  -0.002
H -7.6485 -4.6446 -1.9644  0.003
H -1.7903 -1.6678 -0.3061  -0.003
H -3.1585 0.1059 -1.7314  0.000
H -1.4312 -1.5043 -6.2616  0.000
H -2.4044 3.3904 -1.4919  -0.001
H 2.5979 -0.4302 -5.1918  0.000
H -4.1939 -4.4467 -4.4800  0.003
H -0.6968 2.6813 -3.5809  0.001
H -1.3612 -9.1716 -1.4447  0.000
H -2.3345 2.5198 0.0950  0.000
H -0.1156 -4.4839 -0.1919  0.001
H 0.2192 1.1331 -3.5985  0.000
H 2.6549 -2.2238 -4.9461  0.000
H 0.2521 -2.9166 -7.3832  0.002
H -2.4949 -7.3378 -2.4858  0.021
H 4.1692 -1.3097 -5.3536  0.000
H 3.7791 1.3933 -3.2595  0.000
H 0.1227 -5.6377 -4.0723  0.000
H 0.5535 -2.1109 -3.1623  0.006
H 5.3868 0.5072 -3.4231  0.000
H -3.7817 -3.7409 -0.2301  0.000
H -3.1509 1.5090 -2.8546  -0.001
H -2.2385 0.0189 -3.2679  0.001
H 2.8976 -3.8276 2.1214  0.000
H 0.7200 -1.2964 4.9116  0.000
H 1.0222 -6.4182 0.8462  0.001
H 4.0734 -3.2940 -2.5036  0.000
H 0.9865 -3.9264 -1.9200  0.001
H 0.4609 -8.7521 0.2398  0.000
H 4.6162 0.7341 -1.7664  0.000
H -0.2462 -0.1609 2.9430  0.001

Forces on the atoms, in the same order (eV/Å):
Tc 4.3 2.9 1.1
Cl 1.0 -0.2 -0.5
Cl 0.1 0.3 0.2
P -1.8 -0.1 1.2
P 2.1 3.3 3.6
P -0.8 2.0 -0.6
O -0.8 0.7 -0.5
N 0.2 -1.0 0.7
C -0.2 -2.5 -0.5
C 0.2 0.2 0.7
C -2.3 -7.8 -4.1
C -1.7 -1.0 -0.9
C 0.4 0.7 -0.5
C -0.2 0.0 0.0
C 0.7 -0.4 -0.1
C -0.4 0.0 -0.5
C -0.9 0.7 1.2
C 0.1 -0.4 0.2
C -0.5 -0.6 -0.5
C -0.1 0.2 -0.7
C 0.2 0.0 -0.6
C -0.6 0.6 -0.5
C -0.3 0.1 -0.7
C 0.3 -1.0 -1.0
C -4.6 2.5 4.2
C 0.4 0.2 0.1
C 0.2 0.0 0.6
C -0.1 0.1 0.5
C -0.1 0.5 0.1
C -0.1 -0.6 0.1
C 0.0 -0.3 -0.8
C 0.2 0.1 0.5
C 0.0 0.5 0.1
C -0.8 -1.0 -0.9
C 1.1 0.3 -0.1
C -0.7 -0.5 0.2
C 0.6 0.2 -0.3
C 4.0 -1.3 -1.0
C 0.1 0.1 -0.2
C -0.3 0.7 0.2
C 0.0 -0.2 -0.3
C 0.2 -0.3 0.2
H 0.0 -0.6 -0.3
H -0.3 0.0 -0.1
H 0.0 0.2 0.2
H 0.3 0.2 -0.1
H -0.2 0.1 -0.3
H -0.2 -0.1 -0.7
H 0.0 0.4 0.4
H 0.5 0.4 -0.1
H -0.1 -0.3 0.4
H -0.2 0.0 -0.1
H 0.0 0.3 0.3
H 0.4 0.1 0.1
H -1.1 0.2 0.5
H 0.1 0.2 -0.2
H -0.1 0.1 0.3
H 0.3 0.1 0.2
H 0.4 -0.4 0.2
H -0.1 -0.1 0.1
H 0.3 -0.2 0.2
H 0.2 0.2 0.3
H 0.2 0.3 -0.5
H -0.2 -0.4 -0.5
H -0.1 0.2 0.1
H 0.4 0.5 0.2
H -0.2 0.0 0.3
H 0.4 -0.1 0.6
H -0.5 -0.1 -0.2
H 0.6 -0.6 0.3
H -0.3 0.1 -0.2
H -0.1 0.2 -0.7
H -0.3 0.6 0.4
H -0.1 -0.6 -0.4
H 0.3 -0.3 0.2
H -0.1 0.2 0.3
H -0.2 0.3 0.2
H 0.1 -0.3 -0.1
H -0.2 0.3 -0.1
H 0.3 0.8 -0.1
H 0.3 0.1 0.0
H -0.1 0.5 -0.1
H 0.0 -0.1 -1.0
H 0.4 0.0 0.1

## Properties
Frontier orbital gap (alpha / beta)   7.38 / 4.45 eV
Largest force on an atom   9.13 eV Å⁻¹
Charge   +2
Spin multiplicity   4


Density functional theory data (the ωB97M-V functional and the def2-TZVPD basis) for a molecular structure, C27H49N6NaO8P2S2.

Each line ends with the Löwdin charge.
Atoms and positions in Å:
S -2.6660 -3.8589 -0.0992  0.598
S -0.8392 2.1867 2.1971  0.793
P 2.2780 -1.7013 -2.2528  0.322
P -0.5639 -2.0771 -3.7464  0.288
Na -0.1781 0.4052 -1.2350  0.236
O -1.0511 -3.4641 -3.1355  -0.161
O -0.9496 -0.8963 -2.9294  -0.302
O 2.0227 -0.2291 -2.1608  -0.326
O -0.7860 -2.0634 -5.2363  -0.351
O 0.3323 -0.4197 0.7380  -0.075
O 0.8570 -1.3697 2.6815  -0.084
O 3.8054 -1.8320 -2.8934  -0.185
O 2.1643 -2.6872 -1.1563  -0.282
N -2.0198 -1.8234 1.5298  0.022
N -1.8964 2.2119 -0.8565  0.044
N 0.7655 2.7117 -1.9415  0.046
N -0.3765 -3.3228 1.1976  0.026
N 2.6485 1.0764 0.6138  0.014
N 1.6270 -1.1399 -4.7481  0.140
C -3.6522 3.6661 -0.9335  -0.149
C -0.2674 2.1370 3.9066  -0.418
C 3.4471 6.5133 -2.1863  -0.114
C 4.0806 6.3844 -0.9603  -0.123
C 3.3826 4.0769 -0.8519  -0.022
C 1.7407 -3.5747 -4.2949  -0.097
C -1.6267 -2.9558 0.9128  -0.784
C -3.1755 2.4145 -0.5095  -0.228
C -0.2197 3.5109 -2.1064  -0.120
C -3.0921 -0.9643 1.0484  -0.228
C -4.4457 -1.3151 1.6588  -0.213
C 0.7648 -5.6804 2.9778  -0.269
C 0.2371 -4.6331 3.9581  -0.109
C 1.1021 -0.6132 1.6967  -0.674
C 2.7825 5.4249 -2.7402  -0.063
C 2.4387 0.1401 1.7088  -0.194
C -2.5789 4.2660 -1.6005  -0.113
C -1.3911 3.8971 2.1210  -0.400
C 2.7415 4.1982 -2.0854  -0.207
C -4.1834 0.1572 3.7277  -0.113
C 0.2731 -4.5237 0.7203  -0.222
C -4.4625 -1.2417 3.1842  -0.271
C 0.0483 -5.7314 1.6271  -0.212
C 1.3132 -2.2285 -3.7334  -0.493
C -1.5226 3.3431 -1.5276  -0.364
C 4.0434 5.1622 -0.2976  -0.092
C 1.9889 3.0277 -2.6763  -0.197
H 2.2843 5.5288 -3.6981  0.099
H 4.5303 5.0520 0.6642  0.096
H 1.3343 -4.2924 0.6220  0.107
H 0.5464 2.8461 4.0743  0.028
H 3.3475 3.1327 -0.3170  0.085
H -5.4367 -1.5859 3.5486  0.093
H 4.5967 7.2299 -0.5205  0.086
H 3.2306 -0.6133 1.7090  0.110
H -2.7937 0.0543 1.2983  0.072
H 2.8067 -3.5821 -4.5428  0.068
H 2.5778 0.5622 -0.2639  0.032
H 1.5616 -0.2543 -4.2244  0.131
H -2.1969 4.0873 2.8333  0.031
H -5.1949 -0.6251 1.2513  0.107
H 1.5587 -4.3329 -3.5349  0.083
H 1.1534 -3.8284 -5.1796  0.075
H 0.3905 -6.6204 1.0850  0.101
H 0.6765 -4.7781 4.9489  0.059
H -1.4509 -3.3994 -2.2366  -0.010
H -0.1138 4.4028 -2.7458  0.120
H -2.5506 5.2356 -2.0798  0.075
H -4.7150 -2.3198 1.3286  0.073
H 1.8464 1.7039 0.5888  0.041
H 0.6854 -6.6695 3.4442  0.088
H -3.7186 -1.9413 3.5754  0.098
H 2.5128 0.6623 2.6677  0.100
H -4.2642 0.1840 4.8174  0.060
H 0.8652 -1.2242 -5.4556  0.118
H -0.0960 -4.7449 -0.2809  0.081
H -3.1840 0.5037 3.4586  0.043
H 1.7662 3.2557 -3.7288  0.106
H -0.5615 4.5805 2.3131  0.031
H 3.4642 7.4611 -2.7122  0.088
H -1.0294 -5.8523 1.7767  0.096
H 0.4652 -3.6157 3.6432  0.048
H -4.6441 4.0677 -0.7807  0.062
H -3.7266 1.6568 0.0330  0.077
H 2.5699 -1.2369 -5.1186  0.144
H -0.8489 -4.7093 4.0557  0.073
H -1.2442 -1.3225 1.9546  0.105
H 1.8338 -5.5091 2.8072  0.101
H -1.0787 2.3442 4.6088  0.024
H -3.1534 -1.0251 -0.0403  0.107
H -1.7647 4.0594 1.1097  0.000
H 0.1045 1.1263 4.0813  0.021
H 2.6156 2.1341 -2.6545  0.093
H 0.1900 -2.6227 1.6834  0.072
H -4.8925 0.8829 3.3184  0.071
H 4.2042 -2.6142 -2.4969  0.053

Forces on the atoms, in the same order (eV/Å):
S 0.0 0.0 -0.1
S 0.0 0.0 0.0
P 0.0 -0.1 0.0
P 0.1 0.2 0.0
Na -0.1 0.3 -0.1
O -0.2 -0.1 0.3
O 0.0 -0.2 0.1
O 0.0 -0.1 0.0
O 0.0 0.0 0.0
O 0.1 -0.1 0.1
O 0.2 0.1 0.1
O 0.0 0.0 0.0
O 0.0 0.0 0.0
N 0.0 0.2 0.1
N 0.0 0.0 0.0
N -0.1 -0.1 0.0
N -0.2 -0.2 -0.3
N 0.0 0.0 0.1
N 0.0 0.0 0.0
C 0.0 0.0 0.0
C 0.0 0.0 0.0
C 0.0 0.0 0.0
C 0.0 0.0 0.0
C 0.0 0.0 0.0
C 0.0 0.0 0.0
C 0.1 -0.2 0.1
C 0.0 0.0 0.0
C 0.0 0.0 0.0
C 0.0 -0.2 -0.1
C 0.0 0.1 0.1
C 0.0 0.0 0.0
C 0.0 0.0 0.0
C 0.1 0.4 0.0
C 0.0 0.0 0.0
C 0.0 0.0 0.0
C 0.0 0.0 0.0
C 0.0 0.0 0.0
C 0.0 0.0 0.0
C 0.0 0.0 0.0
C -0.1 0.1 0.0
C 0.0 0.0 0.0
C 0.0 0.0 0.0
C 0.0 0.0 0.0
C 0.0 0.0 0.0
C 0.0 0.0 0.0
C 0.0 0.0 0.0
H 0.0 0.0 0.0
H 0.0 0.0 0.0
H 0.0 0.0 0.0
H 0.0 0.0 0.0
H 0.0 0.0 0.0
H 0.0 0.0 0.0
H 0.0 0.0 0.0
H 0.0 0.0 0.0
H 0.0 0.0 0.0
H 0.0 0.0 0.0
H 0.0 0.1 0.0
H 0.0 0.0 0.0
H 0.0 0.0 0.0
H 0.0 0.0 0.0
H 0.0 0.0 0.0
H 0.0 0.0 0.0
H 0.0 0.0 0.0
H 0.0 0.0 0.0
H 0.1 0.0 -0.2
H 0.0 0.0 0.0
H 0.0 0.0 0.0
H 0.0 0.0 0.0
H 0.0 0.0 0.0
H 0.0 0.0 0.0
H 0.0 0.0 0.0
H 0.0 0.0 0.0
H 0.0 0.0 0.0
H 0.0 0.0 0.0
H 0.0 0.0 0.0
H 0.0 0.0 0.0
H 0.0 0.0 0.0
H 0.0 0.0 0.0
H 0.0 0.0 0.0
H 0.0 0.0 0.0
H 0.0 0.0 0.0
H 0.0 0.0 0.0
H 0.0 0.0 0.0
H 0.0 0.0 0.0
H 0.0 0.0 0.0
H 0.0 0.0 -0.1
H 0.0 0.0 0.0
H 0.0 0.0 0.0
H 0.0 0.0 0.0
H 0.0 0.0 0.0
H 0.0 0.0 0.0
H 0.0 0.0 0.0
H 0.0 -0.1 0.2
H 0.0 0.0 0.0
H 0.0 0.0 0.0

## Properties
Frontier orbital gap   5.80 eV
Largest force on an atom   0.46 eV Å⁻¹
Charge   -2


Density functional theory data (the ωB97M-V functional and the def2-TZVPD basis) for 2 unconnected molecules or ions with the total composition C5H14 in a non-equilibrium geometry.

Each line ends with the Löwdin charge.
Atoms and positions in Å:
C 1.3864 3.0362 0.8388  -0.182
C -0.8992 -1.4337 0.2787  -0.292
C 0.7597 2.3146 -0.3231  -0.185
C 0.3606 -2.3545 0.2234  -0.153
C -1.8967 -1.7401 -0.8941  -0.145
H 0.9817 -2.1651 1.1022  0.046
H -1.8150 -2.7268 -1.4228  0.072
H -0.6600 -0.4335 0.1010  0.032
H -2.9461 -1.6015 -0.5526  0.064
H 0.5265 1.2471 -0.1163  0.044
H 2.1926 2.4422 1.3125  0.070
H -0.0470 2.8891 -0.8214  0.075
H 1.8065 3.9273 0.4099  0.059
H 0.1022 -3.5063 0.3703  0.107
H -1.7059 -1.0110 -1.7114  0.062
H -1.4696 -1.8695 1.2245  0.137
H 1.0421 -2.2285 -0.6271  0.059
H 1.5193 2.1523 -1.1195  0.069
H 0.7618 3.0615 1.7270  0.061

Forces on the atoms, in the same order (eV/Å):
C 0.7 -1.5 0.6
C -1.5 -5.2 0.0
C 0.5 -1.3 -1.3
C -0.3 -1.6 0.9
C -0.1 0.2 -0.8
H 0.0 0.2 0.0
H 0.1 0.6 1.0
H 0.3 1.7 1.1
H 0.6 -0.1 -0.4
H -0.6 0.9 0.2
H 0.2 0.2 -0.9
H 0.1 -0.6 0.6
H 0.0 0.9 0.8
H 0.2 2.4 -0.7
H -0.3 -0.3 0.4
H 1.3 2.1 -1.4
H -0.5 0.0 -0.1
H -0.2 0.5 0.3
H -0.7 1.1 -0.3

## Properties
Frontier orbital gap   12.21 eV
SMILES   CCC.CC
Largest force on an atom   5.40 eV Å⁻¹


Record-wise molar mass values, in g/mol: 742.54, 734.80, 74.17